The following is a DFT calculation (ωB97M-V/def2-TZVPD) of C11H13N in the gas phase.

The geometry in ORCA input format:
```
! RIJCOSX wB97M-V def2-TZVPD def2/J DEFGRID3
* xyz 0 1
C 0.8689 0.4731 -3.3816
C 1.6731 0.8100 -2.3440
C -0.2978 -0.1415 -2.9741
C 1.2473 0.9035 -1.0360
C -0.7550 -0.2321 -1.6677
C -0.0271 0.4835 -0.7400
C 0.2290 -2.6409 2.0251
C 0.7649 -1.3489 1.5405
C -0.1668 -0.1225 1.6828
C -0.4580 0.6996 0.6341
C -1.3237 1.8932 0.9443
N -0.8082 -2.8907 2.6567
H 1.0891 0.5967 -4.3872
H 2.6673 1.1459 -2.5124
H -0.9471 -0.5917 -3.7363
H 1.8912 1.4091 -0.3282
H -1.6979 -0.7815 -1.4506
H 0.9695 -3.4211 1.7503
H 1.7029 -1.2539 2.1711
H 0.7957 -1.3752 0.4347
H -1.3052 -1.8977 2.8051
H -0.6142 0.1511 2.6813
H -2.4013 1.8040 0.6808
H -0.9306 2.7829 0.4888
H -1.3620 2.0927 1.9854
*
```

## Properties
- LUMO: 0.8 eV
- Energy above the lowest of the compared OMol25 structures with the same formula, charge and spin: 220.0 kJ/mol
- Gap between HOMO and LUMO: 10.11 eV
- HOMO: -9.3 eV
- E_tot: -481.6316 Eh